1.
ORCA calculation (the ωB97M-V functional and the def2-TZVPD basis) on 7 unconnected molecules or ions with the total composition C36H83O26P5.

Calculated values
Lowest unoccupied orbital energy (eV): 0.5
Structure (SMILES): CCOP(=O)(OCC)OCC.CCOP(=O)(OCC)OCC.CCOP(=O)(OCC)OCC.CCOP(=O)(OCC)OCC.CCOP(=O)(OCC)OCC.O=C1OCCO1.O=C1OCCO1
Orbital gap (Eh): 0.3821
HOMO energy (eV): -9.86
Energy above the lowest of the compared OMol25 structures with the same formula, charge and spin (eV): 2.9508

Structure (ORCA input):
```
! wB97M-V def2-TZVPD RIJCOSX def2/J DEFGRID3
* xyz 0 1
C -19.675 -23.613 11.791
C -20.218 -24.906 11.304
O -21.178 -25.429 12.267
P -21.419 -26.957 12.660
O -22.330 -27.092 13.790
O -21.991 -27.572 11.296
C -23.385 -27.602 11.014
C -24.112 -26.272 11.289
O -19.994 -27.634 12.728
C -18.897 -26.993 13.378
C -19.122 -26.385 14.714
H -20.369 -23.287 12.569
H -18.654 -23.740 12.152
H -19.657 -22.774 11.096
H -20.854 -24.765 10.427
H -19.450 -25.641 11.074
H -23.422 -28.009 9.999
H -23.899 -28.439 11.500
H -24.710 -26.037 10.406
H -24.767 -26.423 12.143
H -23.425 -25.442 11.421
H -18.105 -27.741 13.297
H -18.474 -26.171 12.788
H -18.196 -26.020 15.162
H -19.779 -25.516 14.651
H -19.506 -27.097 15.449
C -26.740 -18.635 8.755
C -27.440 -19.982 8.932
O -26.561 -21.014 8.507
P -25.594 -21.862 9.440
O -26.187 -23.144 9.878
O -24.259 -22.032 8.588
C -23.884 -23.086 7.672
C -22.363 -23.149 7.688
O -25.070 -20.846 10.521
C -24.441 -21.305 11.714
C -24.216 -20.148 12.655
H -27.444 -17.844 9.043
H -25.824 -18.551 9.330
H -26.661 -18.366 7.700
H -27.713 -20.234 9.962
H -28.414 -19.968 8.441
H -24.272 -24.047 8.015
H -24.424 -22.858 6.755
H -21.976 -23.766 6.880
H -21.884 -22.172 7.585
H -22.030 -23.439 8.686
H -24.947 -22.119 12.238
H -23.465 -21.742 11.484
H -23.251 -20.288 13.157
H -23.940 -19.300 12.023
H -24.910 -19.983 13.474
C -24.328 -31.938 6.921
C -25.081 -32.953 7.725
O -25.305 -32.429 9.048
P -25.334 -33.440 10.299
O -24.247 -34.434 10.205
O -26.879 -33.846 10.339
C -27.887 -33.246 11.128
C -28.060 -33.980 12.432
O -25.266 -32.442 11.544
C -24.063 -31.710 11.631
C -23.436 -31.552 13.030
H -24.106 -32.314 5.922
H -25.001 -31.091 6.761
H -23.439 -31.565 7.428
H -26.059 -33.046 7.246
H -24.570 -33.914 7.778
H -27.716 -32.177 11.279
H -28.783 -33.308 10.506
H -29.097 -33.868 12.767
H -28.047 -35.049 12.201
H -27.428 -33.808 13.300
H -23.240 -32.007 10.976
H -24.274 -30.707 11.245
H -24.207 -31.433 13.794
H -22.779 -32.392 13.239
H -22.928 -30.588 13.074
C -14.936 -25.733 8.408
C -14.196 -24.413 8.410
O -13.940 -23.870 9.685
P -14.695 -22.538 10.181
O -16.130 -22.548 9.932
O -14.233 -22.469 11.706
C -14.425 -23.484 12.669
C -15.470 -23.170 13.710
O -13.806 -21.407 9.463
C -12.383 -21.379 9.767
C -11.534 -21.207 8.541
H -15.367 -25.871 9.404
H -15.818 -25.773 7.769
H -14.361 -26.640 8.215
H -13.318 -24.375 7.764
H -14.916 -23.773 7.884
H -14.475 -24.490 12.238
H -13.487 -23.648 13.214
H -15.235 -22.157 14.044
H -16.438 -22.976 13.234
H -15.606 -23.991 14.407
H -12.171 -20.574 10.470
H -12.122 -22.316 10.257
H -11.499 -22.150 7.999
H -11.911 -20.392 7.918
H -10.536 -20.843 8.786
C -26.637 -28.431 7.941
C -25.533 -27.579 7.269
O -25.606 -27.858 5.867
P -25.214 -26.577 4.920
O -24.566 -25.420 5.577
O -24.313 -27.241 3.811
C -24.216 -26.750 2.495
C -22.734 -26.669 2.147
O -26.545 -26.163 4.135
C -27.475 -27.094 3.616
C -28.885 -26.896 4.113
H -26.392 -29.481 8.106
H -26.652 -28.002 8.948
H -27.620 -28.363 7.481
H -25.630 -26.515 7.483
H -24.531 -27.895 7.575
H -24.739 -27.347 1.742
H -24.634 -25.759 2.298
H -22.250 -26.091 2.935
H -22.217 -27.605 1.940
H -22.533 -26.047 1.269
H -27.430 -26.847 2.548
H -27.135 -28.131 3.707
H -29.206 -25.955 3.665
H -29.514 -27.665 3.662
H -28.989 -26.907 5.196
O -16.610 -29.899 15.311
C -17.647 -30.225 15.802
O -18.371 -31.289 15.491
C -19.464 -31.369 16.347
C -19.704 -29.883 16.832
O -18.331 -29.445 16.659
H -20.338 -31.764 15.835
H -19.244 -31.960 17.239
H -20.065 -29.786 17.848
H -20.334 -29.398 16.086
O -21.490 -21.980 15.430
C -22.168 -22.780 15.991
O -21.754 -23.874 16.643
C -22.904 -24.703 16.880
C -23.912 -23.635 17.099
O -23.521 -22.615 16.177
H -22.908 -25.446 16.078
H -22.894 -25.357 17.756
H -23.880 -23.183 18.093
H -24.953 -23.931 16.970
*
```


2.
ORCA calculation (the ωB97M-V functional and the def2-TZVPD basis) on a molecular structure, C3H6BrNO3.

Calculated values
Lowest unoccupied orbital energy (eV): -0.6
Orbital gap (Eh): 0.3550
HOMO energy (eV): -10.31
Energy above the lowest of the compared OMol25 structures with the same formula, charge and spin (eV): 1.8366

Structure (ORCA input):
```
! wB97M-V def2-TZVPD RIJCOSX def2/J DEFGRID3
* xyz 0 1
C -0.261 1.194 0.269
C -1.039 -1.168 -0.934
C 0.217 -0.297 0.304
N 1.556 -0.595 -0.046
O 1.823 -1.805 -0.034
O 2.369 0.307 -0.199
O 0.120 1.846 1.455
Br -2.731 -1.068 0.025
H 0.072 1.612 -0.719
H -1.362 1.321 0.147
H -0.691 -2.127 -1.148
H -1.132 -0.389 -1.696
H 0.020 -0.776 1.239
H 1.038 1.944 1.338
*
```